1.
# C36H40EuF4N3O6S

A molecular structure, C36H40EuF4N3O6S at a distorted geometry (ωB97M-V with the def2-TZVPD basis set, the Open Molecules 2025 dataset).

Atoms and positions in Å:
Eu  -0.6214  -0.4618  -0.8641
C  -2.8593  2.3668  0.1584
N  -1.7952  1.5851  0.7868
C  -0.7321  2.5096  1.1800
C  -2.3385  0.9138  1.9798
C  -1.6479  -0.4279  2.2746
N  -1.7296  -1.2160  1.0570
C  -2.1820  -2.4630  1.0596
C  -2.5481  -3.0148  -0.1995
F  -2.3760  -2.1669  -1.3099
C  -3.0059  -4.2904  -0.3986
F  -3.3077  -4.6935  -1.6512
C  -3.1713  -5.1570  0.6674
C  -2.8311  -4.6700  1.9211
F  -2.9787  -5.4918  2.9808
C  -2.3743  -3.3868  2.1301
F  -2.0414  -3.0358  3.4052
H  -3.3347  3.0576  0.8760
H  -3.6141  1.6939  -0.2469
H  -2.4381  2.9572  -0.6557
H  -1.1302  3.3313  1.7992
H  -0.2600  2.9391  0.2965
H  0.0222  1.9835  1.7548
H  -3.3901  0.6835  1.7893
H  -2.2711  1.5704  2.8585
H  -2.1722  -0.8828  3.1225
H  -0.5978  -0.2659  2.5542
H  -3.5358  -6.1587  0.5370
N  -0.4704  -1.3263  -3.4120
C  0.4272  -2.4640  -3.6564
C  0.0834  -3.6089  -2.7134
C  0.3197  -3.2021  -1.2354
O  0.0386  -3.9948  -0.3440
O  0.8341  -2.0495  -1.0492
H  -1.4160  -1.5938  -3.6888
H  -0.1871  -0.5465  -4.0049
H  1.4511  -2.1339  -3.4494
H  0.3655  -2.8066  -4.7014
H  0.7052  -4.4779  -2.9312
H  -0.9593  -3.9180  -2.8214
C  1.9974  5.7483  -5.4273
O  2.1304  4.6806  -4.5176
C  1.0131  4.0435  -4.0771
C  -0.3017  4.4147  -4.4269
C  -1.3507  3.6641  -3.9766
C  -1.1841  2.5094  -3.1848
C  -2.3042  1.6804  -2.8550
C  -3.6804  2.0686  -3.3734
O  -2.2215  0.6363  -2.1742
C  0.1538  2.1656  -2.7439
O  0.4126  1.1869  -1.9681
C  1.2120  2.9732  -3.2366
H  3.0131  6.0113  -5.7209
H  1.5226  6.6182  -4.9607
H  1.4300  5.4557  -6.3171
H  -0.4900  5.2820  -5.0397
H  -2.3478  3.9793  -4.2414
H  -3.9931  3.0256  -2.9604
H  -4.3900  1.3045  -3.0668
H  -3.6890  2.1394  -4.4587
H  2.2190  2.7190  -2.9460
O  1.0767  0.1499  0.7087
S  2.5098  0.3766  1.0196
C  3.4204  -1.1293  0.4063
C  3.4886  -2.2307  1.4008
C  2.3613  -3.0130  1.6373
C  2.4013  -4.0240  2.5786
C  3.5590  -4.2505  3.3054
C  4.6836  -3.4731  3.0783
C  4.6482  -2.4641  2.1331
C  2.6625  0.0554  2.8575
C  1.8032  1.0275  3.5884
C  0.7918  0.5915  4.4354
C  -0.0588  1.5036  5.0371
C  0.1088  2.8605  4.8203
C  1.1417  3.3050  4.0100
C  1.9789  2.3936  3.3929
H  4.4107  -0.7838  0.1146
H  2.8383  -1.4253  -0.4697
H  1.4562  -2.8342  1.0751
H  1.5271  -4.6385  2.7248
H  3.5886  -5.0328  4.0476
H  5.5965  -3.6612  3.6250
H  5.5261  -1.8586  1.9472
H  3.7181  0.1858  3.0891
H  2.3546  -0.9674  3.0623
H  0.6735  -0.4645  4.6305
H  -0.8540  1.1461  5.6733
H  -0.5561  3.5680  5.2924
H  1.2895  4.3635  3.8543
H  2.7725  2.7310  2.7420

Results
- 2S+1 = 7
- F_max (Eh/bohr) = 0.04343
- charge = 0
- HOMO-LUMO gap (spin up / spin down) (eV) = 6.842 / 6.874
- LUMO level (spin up / spin down) (eV) = 0.111 / 0.124
- HOMO energy (spin up / spin down) (eV) = -6.7 / -6.7
- E (eV) = -95773.2899

These are the Mulliken partial charges, in e, on atoms 1 to 6: 0.620 -1.668 1.350 -0.801 -1.467 -0.283

2.
# C11H14N2O

2 unconnected molecules or ions with the total composition C11H14N2O at a distorted geometry (ωB97M-V with the def2-TZVPD basis set, the Open Molecules 2025 dataset).

Atoms and positions in Å:
C  1.6127  0.5253  -3.6030
C  0.7017  0.3098  -2.4209
O  -0.2484  1.0675  -2.3166
N  1.2366  -0.5332  -1.4730
H  1.6488  1.6367  -3.5501
H  1.0122  0.1003  -4.5201
H  1.1268  -0.6441  -0.4683
H  1.9850  -1.0658  -1.8461
H  2.5556  -0.0333  -3.4614
C  -0.0522  2.5457  1.8365
C  -1.6865  1.4530  0.1136
C  -1.2421  -0.7476  0.5659
C  -0.7677  1.4062  1.1530
C  -0.4331  0.0216  1.4173
C  -1.2159  -2.1072  0.5223
C  -0.2608  -2.7682  1.3904
C  0.4038  -0.5973  2.3278
C  0.3835  -2.0222  2.3564
N  -2.1037  0.1371  -0.0686
H  -2.8520  -0.0450  -0.7403
H  -2.1816  2.1853  -0.5047
H  -1.7652  -2.7924  -0.1459
H  -0.8609  3.1021  2.3345
H  0.5166  3.2056  1.1623
H  -0.3079  -3.8343  1.2361
H  1.0502  -0.1531  3.0433
H  1.0654  -2.6182  3.0066
H  0.6789  2.2654  2.6529

Results
- 2S+1 = 1
- F_max (Eh/bohr) = 0.07422
- charge = 0
- HOMO-LUMO gap (eV) = 8.293
- LUMO level (eV) = 0.856
- HOMO energy (eV) = -7.4
- SMILES = Cc1c[nH]c2ccccc12.CC(N)=O
- E (eV) = -16661.2441

These are the natural (NBO) partial charges, in e, on atoms 1 to 6: -0.710 0.676 -0.632 -0.831 0.259 0.235

3.
# C38H48F2N2O12P

4 unconnected molecules or ions with the total composition C38H48F2N2O12P at a distorted geometry (ωB97M-V with the def2-TZVPD basis set, the Open Molecules 2025 dataset).

Atoms and positions in Å:
C  2.7129  -5.8771  5.2917
C  2.2067  -5.6297  3.9801
C  1.3902  -5.3993  2.5595
C  -0.1751  -4.8874  2.8534
C  -0.8019  -4.3452  1.4123
N  -1.1342  -2.8386  1.4639
C  -0.0889  -1.7799  1.0503
C  1.4465  -2.1241  0.5790
C  2.5726  -1.8447  1.7840
C  2.2258  -1.7772  3.3841
C  3.4923  -1.4348  4.4220
C  5.0517  -1.1917  3.8924
C  5.3738  -1.2523  2.2836
C  6.8555  -1.0339  1.5960
C  4.1238  -1.5813  1.2720
C  -0.4572  -0.1481  1.1000
P  0.7871  1.2495  0.6609
O  1.1018  1.9964  2.0548
C  -1.9778  0.3738  1.5600
C  -2.3740  1.9747  1.5991
O  -2.3255  2.6915  0.4433
O  -2.7696  2.6695  2.8678
N  -3.7161  3.5802  2.5702
C  -5.1123  3.1042  2.9274
O  -5.9043  2.6910  1.8997
F  -5.6573  3.1200  4.3177
C  -3.4189  4.9402  3.1694
O  -3.7964  6.0969  2.5623
F  -2.6986  5.0982  4.4774
C  -3.0182  -0.8501  1.9858
O  -4.3794  -0.4085  2.3969
C  -2.5498  -2.4563  1.9467
C  -3.6886  -3.5212  2.4484
C  -4.2388  -3.1966  3.9948
C  -5.0502  -3.4644  1.4812
C  -5.2257  -4.9737  0.8013
C  -6.6541  -5.1728  0.0148
H  2.8058  -6.2131  6.4334
H  1.9389  -4.6081  1.8637
H  1.3764  -6.4335  1.9662
H  -0.1180  -4.0621  3.6813
H  -0.7515  -5.8676  3.2010
H  0.0348  -4.5889  0.6034
H  -1.7429  -4.9908  1.0607
H  1.7174  -1.3217  -0.2626
H  1.5928  -3.1687  0.0752
H  1.1344  -1.9266  3.7879
H  3.3480  -1.3447  5.6007
H  5.9577  -0.9752  4.6327
H  6.8663  -0.1343  0.8196
H  7.7247  -0.9571  2.3808
H  7.0816  -2.0080  0.9458
H  4.3361  -1.6105  0.1120
H  0.1857  2.2816  -0.1838
H  2.0600  0.7867  0.1721
H  -4.3156  0.0674  3.2774
H  -3.3597  -4.6419  2.4730
H  -3.3414  -2.6342  4.5380
H  -5.1125  -2.4204  3.9272
H  -4.4967  -4.1670  4.5976
H  -6.0160  -3.1560  2.0860
H  -4.9356  -2.6964  0.5904
H  -4.2726  -5.2279  0.1304
H  -5.2136  -5.7269  1.7230
H  -6.6370  -6.2835  -0.4231
H  -7.5886  -5.1551  0.7508
H  -6.7980  -4.4677  -0.9188
O  6.7446  -0.5050  -1.6547
C  6.2979  0.6301  -1.6695
O  5.1869  1.0292  -0.9835
C  4.8931  2.3852  -1.3162
C  6.1905  2.9612  -1.8201
C  6.8503  1.7709  -2.4692
H  4.1091  2.3953  -2.0806
H  4.5301  2.9122  -0.4290
H  6.0513  3.8078  -2.4976
H  6.7989  3.3018  -0.9734
H  6.5459  1.6560  -3.5132
H  7.9384  1.8204  -2.3859
O  -0.2032  -0.0505  -2.0140
C  -0.2611  0.7316  -2.9485
O  0.8209  1.3613  -3.4935
C  0.3751  2.2813  -4.4888
C  -0.9868  1.7893  -4.9037
C  -1.5181  1.1767  -3.6326
H  0.3386  3.2828  -4.0475
H  1.0789  2.2883  -5.3262
H  -1.6249  2.5791  -5.3088
H  -0.8827  1.0118  -5.6704
H  -2.0240  1.9158  -3.0052
H  -2.1755  0.3292  -3.8399
O  0.1131  4.1145  -6.4266
C  -0.4663  5.1834  -6.3275
O  -1.8168  5.3160  -6.1767
C  -2.1574  6.7013  -6.2045
C  -0.8916  7.4296  -5.8353
C  0.1817  6.5329  -6.3987
H  -2.5045  6.9555  -7.2115
H  -2.9636  6.8972  -5.4916
H  -0.8549  8.4518  -6.2211
H  -0.7954  7.4762  -4.7437
H  0.4020  6.7689  -7.4435
H  1.0907  6.5663  -5.7938

Results
- 2S+1 = 1
- F_max (Eh/bohr) = 0.20706
- charge = +1
- HOMO-LUMO gap (eV) = 5.376
- LUMO level (eV) = -4.942
- HOMO energy (eV) = -10.3
- E (eV) = -82420.4175

These are the Mulliken partial charges, in e, on atoms 1 to 6: -0.488 -0.349 0.071 -0.407 -0.860 0.496

4.
# C6H24FN12O6

7 unconnected molecules or ions with the total composition C6H24FN12O6 at a distorted geometry (ωB97M-V with the def2-TZVPD basis set, the Open Molecules 2025 dataset).

Atoms and positions in Å:
F  4.0221  7.5379  5.6434
C  4.3799  10.8843  6.9387
O  4.4617  12.0542  7.1566
N  3.9116  10.0110  7.7437
N  4.6679  10.4088  5.7496
H  3.7908  9.0665  7.4070
H  3.6896  10.1573  8.7181
H  4.6455  9.3991  5.7509
H  5.2087  10.9924  5.1274
C  5.3392  5.3806  8.0401
O  4.9204  4.9685  6.9915
N  5.2731  6.5894  8.4811
N  6.0196  4.5750  8.7637
H  5.0076  7.2204  7.7385
H  5.7622  6.8959  9.3099
H  6.1903  3.6256  8.4646
H  6.3552  4.8310  9.6812
C  0.2234  7.7481  5.2021
O  0.5315  6.5744  5.1137
N  1.1333  8.6143  5.4384
N  -0.9453  8.2709  5.0876
H  2.0597  8.2359  5.3020
H  0.9811  9.5811  5.1890
H  -1.0461  9.2062  5.4551
H  -1.6864  7.6815  4.7362
C  3.0867  7.8210  2.3984
O  2.6341  6.8585  2.9750
N  3.3280  7.8864  1.1212
N  3.6054  8.8634  3.0035
H  3.0376  7.1606  0.4817
H  3.7154  8.7228  0.7083
H  3.6822  8.8067  4.0090
H  4.0786  9.4922  2.3705
C  6.5783  5.6957  3.6950
O  5.7654  4.8718  3.9724
N  6.5349  6.9209  4.1015
N  7.5722  5.6126  2.8168
H  5.7101  7.0879  4.6600
H  7.3369  7.5336  4.1391
H  8.1300  6.4513  2.7424
H  7.7314  4.8617  2.1603
C  1.7930  6.1071  8.5106
O  1.7500  5.4134  7.5734
N  1.8772  7.3656  8.5350
N  1.8188  5.7217  9.7075
H  1.8446  7.8790  9.4042
H  1.8356  7.8599  7.6552
H  1.8626  6.4261  10.4300
H  1.7949  4.7172  9.8098

Results
- 2S+1 = 1
- F_max (Eh/bohr) = 0.17101
- charge = -1
- HOMO-LUMO gap (eV) = 8.405
- LUMO level (eV) = 2.903
- HOMO energy (eV) = -5.5
- E (eV) = -39497.9819

These are the natural (NBO) partial charges, in e, on atoms 1 to 6: -0.893 0.745 -0.717 -0.837 -0.865 0.421